ORCA calculation (wB97M-V/def2-TZVPD) on a structure of composition C31H31BCuN10OSSi.

The geometry in XYZ format:
```
77
Properties=species:S:1:pos:R:3:forces:R:3:mulliken_charge:R:1
Cu 0.11985 0.66515 1.60729 0.13 0.24 0.08 -1.1296
S 1.64710 2.03249 2.55748 -0.08 -0.17 -0.09 -0.3925
Si 0.55421 1.07892 -1.56622 -0.04 -0.12 0.14 -0.5617
O 0.48730 1.45318 0.04505 -0.09 0.09 -0.13 1.1831
N 1.11826 -1.30960 1.35947 0.02 0.04 -0.02 -0.4853
N 0.26001 -2.34612 1.47649 0.03 -0.03 0.06 0.7448
N -1.99662 -1.23362 1.27780 -0.07 -0.07 0.05 0.5195
N -1.71014 -3.37835 2.64970 -0.11 0.14 0.05 0.2270
N -0.33306 0.06472 3.33895 -0.03 0.01 0.06 -0.5272
N -0.81312 -1.18958 3.43682 0.03 0.06 0.09 1.0264
N 0.59297 4.14069 1.30673 0.02 0.04 0.02 -0.2630
N 2.67572 3.49282 0.60320 0.06 0.07 0.02 -0.2195
N -1.59117 0.01950 0.97989 -0.04 -0.24 0.02 -0.2672
N -3.04789 -3.39330 2.89820 0.03 -0.13 0.02 -1.0898
C -1.10202 -4.43619 3.25645 -0.01 -0.02 -0.03 -0.2835
C 0.78566 -3.44651 0.90001 -0.09 -0.02 0.04 -0.0123
C 1.63844 -2.61301 -3.13492 -0.03 -0.01 0.00 -0.8752
C -1.13065 -1.43482 4.71436 0.04 0.00 -0.03 -0.0431
C 3.42676 3.78117 -2.94099 0.02 -0.01 0.01 -0.7189
C 4.57264 2.05431 -1.72236 0.02 0.09 -0.07 -0.6312
C -0.34179 0.61073 4.55682 -0.04 -0.08 0.05 0.3336
C 2.03445 -3.12771 0.42247 0.02 0.02 -0.09 -1.4658
C -2.73357 2.00814 -3.95950 0.01 0.01 0.00 -0.7473
C 1.65586 -1.28972 -2.71555 0.02 0.01 -0.03 -0.3102
C 3.36808 1.39066 -1.55017 0.00 -0.05 -0.05 -0.3075
C 0.57718 -0.73185 -2.02280 0.02 0.03 -0.07 0.5165
C -0.83708 -0.31398 5.46853 0.00 0.05 -0.03 -1.3359
C -0.55666 -2.87208 -2.20053 0.04 -0.01 -0.01 -0.9101
C -2.07021 -5.18081 3.87270 -0.07 0.01 -0.01 -0.9601
C -0.53248 -1.54942 -1.78408 -0.05 0.00 0.00 0.5102
C 4.60077 3.26798 -2.40825 -0.03 -0.08 0.03 -0.5961
C -0.89466 1.93281 -2.38132 0.01 0.09 0.04 0.2550
C -3.26772 -4.48058 3.61071 0.05 -0.01 0.00 -0.2943
C -3.19431 -1.45045 0.71811 -0.03 0.05 -0.10 0.1128
C -1.27823 3.20320 -1.93515 -0.04 -0.02 -0.02 -0.0501
C 0.53275 -3.40837 -2.87482 0.00 0.02 0.01 -0.6120
C -1.63849 1.35281 -3.40746 0.00 -0.05 -0.04 -0.2332
C 2.22395 3.09795 -2.77227 -0.05 0.08 0.00 -0.6219
C -2.36660 3.86544 -2.48048 -0.01 -0.01 -0.04 -0.6845
C 1.61999 3.31086 1.35726 0.01 0.02 0.05 0.6140
C 2.18492 -1.77149 0.72650 0.05 0.01 0.05 -0.3068
C -2.53274 0.59369 0.23522 -0.02 0.00 -0.06 -0.5762
C -3.10064 3.26206 -3.49613 0.02 -0.01 0.02 -0.5805
C -3.57278 -0.30913 0.03254 0.02 0.04 0.06 -1.5692
C 2.16613 1.90405 -2.05714 0.13 -0.08 -0.01 0.4855
B -1.07519 -2.09666 2.18811 0.08 -0.07 -0.14 0.9677
H -0.72231 3.67073 -1.12879 0.01 0.01 0.01 0.0819
H -1.94125 -6.09680 4.42211 0.00 0.01 0.00 0.4307
H -2.40495 1.59895 -0.12833 0.00 0.00 -0.01 0.7856
H 0.23509 -4.37074 0.85616 0.01 -0.01 0.03 0.7280
H 2.52021 -0.68227 -2.95595 -0.01 0.00 0.01 0.4116
H 5.48975 1.62996 -1.33270 0.00 0.01 0.00 0.4556
H 2.69458 4.16048 -0.15696 -0.01 0.02 0.01 0.2558
H 3.44679 4.70642 -3.50302 0.00 0.00 0.01 0.4376
H 1.31855 3.51269 -3.20292 0.00 -0.02 0.01 0.3619
H -4.27301 -4.72873 3.91275 0.01 0.00 0.00 0.4739
H -1.43181 -3.48170 -2.01042 0.00 0.00 0.00 0.4704
H -0.03521 -4.57633 3.21405 0.01 0.02 -0.01 0.5904
H -0.18552 3.99448 1.92564 0.01 0.00 0.00 0.1915
H 3.35951 0.45053 -1.00712 0.00 0.03 0.00 0.2884
H -1.36853 0.37065 -3.77917 0.00 0.00 0.01 0.4165
H -3.29994 1.53703 -4.75243 0.00 0.00 0.00 0.4404
H -3.95408 3.77070 -3.92510 0.00 0.00 0.00 0.4016
H -4.47888 -0.14945 -0.52397 0.00 0.00 0.01 0.4532
H 2.48399 -3.01745 -3.67652 0.00 0.00 0.00 0.4388
H 0.00105 1.61763 4.71283 0.02 0.02 0.00 0.4781
H 3.01732 -1.11650 0.52368 -0.01 -0.01 0.02 0.5911
H 3.37567 2.76834 0.56560 -0.02 -0.01 0.02 0.1889
H 5.53626 3.79517 -2.54254 0.00 -0.01 -0.01 0.4087
H 0.53274 4.88033 0.62442 0.01 -0.01 -0.01 0.2519
H 2.72517 -3.77557 -0.08710 -0.01 0.01 -0.01 0.4636
H -3.70282 -2.38534 0.87150 0.03 0.00 -0.01 0.5981
H -1.54953 -2.38643 4.99832 0.01 0.00 0.00 0.4101
H 0.51418 -4.43836 -3.20740 -0.01 0.00 0.00 0.4046
H -0.96863 -0.18235 6.52724 0.00 0.00 0.00 0.4530
H -2.64725 4.84805 -2.12237 0.00 0.00 0.01 0.4211
H -1.41228 -1.14413 -1.29817 0.03 -0.01 -0.01 0.3827
```
Forces are in eV/Å.

As for the energy above the lowest of the compared OMol25 structures with the same formula, charge and spin: 1.06 kcal/mol. As for the LUMO energy: -0.1941 hartree. Its net charge is +1. As for the energy: -4175.704742 a.u.

***

ORCA calculation (wB97M-V/def2-TZVPD) on a structure of composition C35H84N13NiO9 in a non-equilibrium geometry.

The geometry in XYZ format:
```
142
Properties=species:S:1:pos:R:3:forces:R:3:mulliken_charge:R:1
Ni -2.81956 -3.05378 -1.05061 2.39 2.50 -1.16 1.0670
O -1.90739 -1.30354 -0.50083 -0.27 -0.10 -1.14 0.5267
O -3.35568 4.30573 -0.86578 0.72 1.64 0.31 -0.6427
O 4.39152 2.56928 1.96287 1.49 -1.38 -0.04 -0.5100
O 3.23948 3.21152 -4.77991 -0.41 0.68 -0.09 -0.4031
O -4.05381 -2.12860 -2.49325 2.03 -3.84 0.33 -0.5428
O 3.37411 -2.35541 -0.68688 -0.78 -0.10 0.31 -0.7828
O -1.60825 -3.37068 -2.76483 -1.38 -1.11 3.05 -0.5118
O -1.97233 -2.60763 7.91301 0.75 0.23 -0.46 -0.4790
O -1.53121 -4.23002 -0.00814 -3.53 2.44 -2.31 -0.6700
N 3.32299 2.00741 -5.42280 -0.26 -2.92 -1.73 0.1656
N -0.92062 -1.75943 -4.15551 -0.21 1.20 0.13 -0.1183
N -1.41830 -5.96282 1.44444 -2.69 -2.21 1.92 -0.3727
N 1.61533 -1.33793 -1.63420 -0.97 0.62 -3.18 0.8208
N -5.37512 4.08089 -1.91942 -2.53 3.54 -4.61 -0.3630
N -4.55716 -0.10539 -1.92341 0.25 3.31 1.92 -0.0644
N -4.89158 2.88582 -0.39494 -2.90 -9.32 6.87 -0.1929
N -1.05062 -3.84999 -4.82535 0.12 -2.15 -2.40 -0.4243
N -2.55433 -2.71060 6.65163 -2.00 0.02 -1.05 0.6802
N 1.53776 -1.72116 0.48675 -0.49 -0.62 3.12 0.0187
N -5.59873 -1.01407 -3.64107 -1.02 0.25 -1.64 -0.5038
N 0.32178 -5.10130 0.62267 4.71 0.42 -0.58 -0.3937
N 3.24517 3.26760 1.85504 -2.48 2.12 1.74 0.5266
C 2.46018 2.25740 -0.25005 -0.63 0.15 0.81 -0.6568
C -3.37833 -2.84313 3.83460 0.45 0.04 2.02 -0.2218
C -3.41913 -4.08857 4.70716 -0.03 -0.51 -0.54 -1.4170
C 4.42359 1.84689 -6.42487 -0.62 0.62 -0.90 1.6974
C -0.86039 1.00337 -0.94438 -2.10 -0.50 -0.18 1.2936
C -2.54096 -4.05469 6.05074 -1.35 0.44 -1.01 1.4121
C -1.56184 -0.00861 -0.00215 1.22 -1.94 2.05 0.8883
C 3.13689 3.55543 4.35571 0.95 0.06 -0.24 -1.9213
C 1.22006 4.17643 2.98803 -0.51 1.57 -0.99 -1.2605
C 4.24644 2.98541 -7.46435 -0.49 1.18 0.51 -1.9101
C -3.94556 -1.75537 4.74552 1.38 0.82 -0.61 -1.4881
C -1.26354 -2.99999 -3.86664 0.73 0.50 0.37 0.6530
C 5.78075 1.93466 -5.76821 1.28 -0.42 -0.28 -1.6368
C 4.23569 -0.68325 -6.29966 -2.39 -0.23 1.09 -0.7529
C 3.93989 0.49686 -3.39560 -0.31 0.43 -1.16 -1.2655
C 2.91116 0.81620 -4.63841 0.84 0.24 1.64 1.2614
C 1.66027 4.54359 0.61382 -0.86 1.67 -1.27 -1.6988
C -4.47690 3.85888 -0.98230 4.35 4.95 -4.13 0.6510
C 4.28833 0.50922 -7.24924 1.40 -0.57 1.34 -1.3508
C 1.70172 1.79405 3.37257 1.55 0.21 -0.67 -1.4766
C 2.91400 -0.47606 -5.48988 -0.21 0.51 -0.31 -1.5385
C 2.38479 3.19930 3.09765 -1.02 -1.35 -0.79 1.3757
C -1.82377 -0.58184 5.50286 0.09 -0.24 0.27 -1.8308
C -0.96352 -5.06875 0.63751 1.08 0.26 0.31 0.6832
C 2.77193 3.55259 0.49692 1.60 -1.05 0.45 1.8304
C -3.01186 -1.47772 5.99180 -0.91 1.34 0.20 1.6272
C 1.43675 1.10966 -4.22543 0.85 -0.33 0.59 -1.2338
C -3.20873 -5.12606 6.94133 0.22 0.63 0.27 -1.8854
C 2.24233 -1.86280 -0.60579 2.58 -0.47 -0.99 0.6323
C 0.56837 4.28136 1.60054 -0.13 -3.10 0.53 0.2926
C -2.61980 0.43991 0.98395 -0.83 1.67 -0.02 -0.6075
C -3.95065 -0.64350 6.94429 -0.47 -1.34 0.20 -1.9931
C -4.64477 -1.10178 -2.73247 -0.97 -0.72 1.03 0.6420
C 3.93715 4.23061 -0.25234 0.26 0.86 0.47 -2.2110
C -1.08702 -4.36490 5.77807 -0.47 -0.88 -0.31 -1.6281
H 4.93703 0.34647 -3.80934 -0.03 0.17 -0.30 0.4455
H -2.29691 -2.78705 3.71013 0.13 1.06 -0.50 0.0114
H 5.05356 3.24280 2.13511 0.42 -0.09 0.07 0.3549
H 3.78374 -0.44853 -2.87603 -0.57 0.17 0.07 0.4672
H 6.24650 0.96918 -5.57067 -0.26 -0.24 0.08 0.3757
H -4.28891 -4.98838 6.98975 0.01 0.22 0.00 0.4270
H -3.84315 -2.83655 2.84870 -0.21 -0.55 0.12 0.4223
H -3.55031 -0.24001 7.87435 0.56 0.54 -0.50 0.4051
H -0.43682 4.70196 1.57262 0.61 1.47 -0.11 0.5367
H -3.05296 -6.13354 6.55556 0.29 0.02 0.05 0.3755
H -5.74761 2.52093 -0.78759 0.32 -0.79 1.62 0.1496
H 1.09314 1.83912 4.27572 -0.43 0.08 -0.38 0.5000
H 1.93617 1.61268 0.45552 -0.10 -0.33 -0.24 -0.3051
H -4.06464 -0.23549 -1.05129 0.39 0.24 -0.17 -0.0322
H -1.04236 -5.31789 5.25090 0.32 -0.25 0.05 0.3669
H -3.97302 -0.83632 4.16013 0.28 0.48 0.20 0.5290
H -0.84375 -1.54898 -5.14034 0.17 0.95 0.57 0.2153
H -2.82061 -5.02145 7.95450 0.10 -0.35 0.02 0.4211
H -1.50646 -0.85604 4.49676 0.24 -0.36 0.06 0.1745
H -1.66743 1.42738 -1.54188 0.33 0.19 -0.77 0.2614
H 2.01824 -2.08898 1.29542 -0.66 0.35 0.33 0.2212
H -1.99987 0.49113 5.42669 -0.69 0.03 0.19 0.4556
H 1.02744 0.20619 -3.77343 -0.13 0.01 0.18 -0.0703
H 1.38092 1.93161 -3.51172 0.01 -0.09 0.06 0.3277
H 0.57100 -1.43243 0.44069 0.16 -0.25 0.49 -0.1251
H -4.71280 -1.31468 7.34020 -0.06 -0.60 -0.04 0.5219
H -5.79903 -1.88553 -4.11068 -0.34 0.29 -0.04 0.2903
H 2.49976 3.26838 5.19223 0.19 0.46 0.20 0.3810
H 3.42285 4.60712 4.33870 -0.36 0.18 0.31 0.4445
H -0.69324 -6.40343 1.99238 -1.17 -0.46 0.32 0.1657
H -0.73594 -0.18368 0.68730 0.44 -0.42 0.45 -0.9756
H 0.20952 3.28760 1.33261 0.08 -0.88 0.10 -0.6127
H 4.08299 1.28571 -2.65714 -0.48 0.12 0.01 -0.0470
H -3.05466 -4.87551 4.04686 0.29 -0.63 0.45 0.3546
H 4.27493 -1.66572 -6.77011 -0.39 0.11 -0.47 0.4370
H -0.61834 -4.46289 6.75727 0.51 0.22 -0.29 0.4229
H 1.79223 2.47208 -1.08423 0.35 -0.25 -0.38 0.1537
H 5.21464 0.28349 -7.77753 0.22 0.99 -0.45 0.4778
H 3.18965 3.23299 -7.56445 -0.20 -0.53 -0.27 0.4547
H -0.67691 -3.50597 -5.69833 0.02 -0.66 0.12 0.1397
H 3.49124 0.49896 -7.99263 -0.22 0.16 0.34 0.4077
H 4.88352 3.69012 -0.23376 -0.20 -0.32 0.27 0.4518
H 0.44739 4.02478 3.74175 0.26 -0.27 0.21 0.5194
H -5.01358 0.76855 -2.14252 0.39 -0.08 0.28 0.1116
H 2.08211 5.51803 0.86003 0.25 0.13 -0.12 0.4351
H 3.79341 4.48175 -1.30323 -0.64 -0.15 -0.05 0.2527
H 2.01512 -0.34188 -6.09163 0.25 -0.05 -1.05 0.5544
H -5.00470 -1.87270 4.97475 0.09 -0.75 0.42 0.4269
H -3.33628 1.09491 0.48822 -0.13 -0.09 -0.05 -0.7926
H 0.71701 -0.88731 -1.53386 0.37 -0.50 -0.20 -0.9889
H 0.81387 1.38385 -5.07686 0.27 -0.05 -0.22 0.5614
H -0.35541 1.84326 -0.46723 -0.12 -0.30 0.42 -0.2480
H 0.82282 -5.72695 1.23718 0.30 0.38 -0.47 0.1887
H 3.40912 1.78666 -0.50699 -0.30 -0.14 -0.29 0.4728
H -0.12609 0.44252 -1.52262 -0.34 0.57 -0.24 -0.9594
H 4.68412 2.87649 -8.45665 0.10 -0.69 0.13 0.3880
H -2.66206 -2.44531 8.56072 -0.49 -0.10 0.03 0.3320
H -6.34096 -0.44695 -3.25690 -0.46 -0.33 -0.95 0.1770
H -4.59683 0.03265 6.38449 0.67 0.62 0.00 0.4077
H -2.22887 1.04096 1.80494 0.36 0.25 -0.14 0.5045
H -1.13753 -4.83664 -4.62771 -0.01 0.26 -0.31 0.2722
H -4.45734 -4.34956 4.91235 -0.02 0.04 0.39 0.4557
H -0.66488 -3.59970 5.12663 0.28 0.08 0.33 0.3332
H 1.21729 1.45685 2.45620 -0.57 -0.02 0.32 -0.0582
H 5.03844 -0.77675 -5.56826 0.25 0.60 -0.18 0.3418
H 2.46302 1.04529 3.59139 0.25 -0.04 -0.08 0.4179
H -3.21430 -0.30785 1.50885 0.38 -0.64 -0.47 0.2823
H -6.09806 3.40622 -2.12504 0.13 0.74 -0.02 0.0885
H -5.45922 4.96942 -2.39222 0.26 -0.26 -0.04 0.2215
H 1.99033 -1.54128 -2.54969 -0.21 0.29 0.18 -0.1284
H 1.61754 5.18035 3.13722 0.12 0.22 0.40 0.3418
H 6.47559 2.39038 -6.47362 0.10 0.36 0.21 0.4811
H 2.58252 -1.31799 -4.88212 0.58 -0.13 0.52 0.3709
H 0.81950 -4.38077 0.11948 0.14 -0.13 0.13 0.1003
H -1.01244 -1.13764 -3.36491 -0.06 0.66 -0.59 -0.0428
H -0.99225 -0.65976 6.20329 0.10 -0.27 -0.08 0.3891
H 4.61745 3.95447 -7.13061 0.43 -0.09 0.45 0.4099
H 4.08890 3.03404 4.45536 -0.14 -0.42 -0.05 0.4192
H -4.25417 2.40989 0.22739 -0.63 -0.17 0.00 -0.0628
H 1.29378 4.60900 -0.41063 -0.39 0.35 -0.09 0.5433
H 3.87049 3.29233 -4.06096 0.66 -0.34 0.36 0.3661
H 5.80928 2.45060 -4.80847 -0.16 0.37 -0.21 0.2066
H -2.41413 -6.05435 1.58598 0.39 -0.30 0.38 0.2210
H 4.07945 5.17311 0.27637 0.38 0.19 -0.14 0.5228
```
Forces are in eV/Å.

Its spin multiplicity is 3. As for the LUMO energy (spin up / spin down): -0.1129 / -0.1406 hartree. Its net charge is +1. As for the energy: -4280.862343 a.u.

***

> What is the net charge in the second record?

+1